Entry 1:
ORCA calculation (ωB97M-V/def2-TZVPD) on a single C27H30N2O3 molecule.

Output
HOMO-LUMO gap	8.55	eV
E	-37608.956	eV
SMILES	COc1ccc(OCc2cccc(C(=O)Nc3ccc(CN4CCCCC4)cc3)c2)cc1
energy relative to the best compared isomer or geometry (same formula, charge and spin)	0.737	eV

Each line ends with the natural charge from an NBO analysis.
Positions of all 62 atoms, in Å:
C 2.069257 5.465636 1.548391  -0.25
H 1.059967 5.102334 1.327938  0.17
O 2.962048 4.404635 1.779687  -0.49
C 3.174195 3.504900 0.774958  0.28
C 2.587059 3.558720 -0.484716  -0.29
C 2.879441 2.589299 -1.424932  -0.25
C 3.756372 1.549031 -1.135834  0.34
C 4.341019 1.491523 0.124687  -0.29
C 4.050793 2.461718 1.063123  -0.23
H 4.498507 2.423683 2.043276  0.23
H 5.013773 0.692792 0.393773  0.22
O 3.964226 0.647234 -2.147986  -0.51
C 4.852570 -0.420944 -1.927651  -0.09
C 4.361306 -1.454614 -0.939716  -0.05
C 3.027702 -1.496363 -0.564151  -0.23
C 2.578234 -2.451992 0.341224  -0.06
C 3.482810 -3.364625 0.874501  -0.19
C 4.810354 -3.335811 0.489607  -0.20
C 5.250235 -2.384823 -0.413894  -0.20
H 6.289469 -2.354563 -0.708873  0.21
H 5.507603 -4.050416 0.900360  0.22
H 3.124480 -4.087305 1.591378  0.24
C 1.162889 -2.518633 0.820235  0.65
O 0.885111 -2.951022 1.920431  -0.60
N 0.251433 -2.072408 -0.090536  -0.59
C -1.134591 -1.943565 0.037799  0.14
C -1.826532 -2.286315 1.194146  -0.25
C -3.197806 -2.113631 1.250867  -0.14
C -3.906120 -1.608643 0.170550  -0.09
C -3.208659 -1.273228 -0.984760  -0.14
C -1.841214 -1.435070 -1.052297  -0.25
H -1.309141 -1.165660 -1.954985  0.20
H -3.753670 -0.870589 -1.824366  0.22
C -5.397085 -1.417128 0.220327  -0.23
N -5.768398 -0.102747 -0.274535  -0.44
C -5.299188 0.951632 0.606083  -0.23
C -5.527836 2.314141 -0.038952  -0.40
C -7.011303 2.508806 -0.331323  -0.40
C -7.502006 1.347271 -1.188011  -0.40
C -7.195537 0.021108 -0.498385  -0.21
H -7.517741 -0.807771 -1.135126  0.20
H -7.761381 -0.039071 0.451262  0.16
H -6.989964 1.367051 -2.151331  0.20
H -8.576027 1.426495 -1.365836  0.21
H -7.178252 3.457482 -0.845001  0.21
H -7.568981 2.531065 0.608429  0.19
H -4.964436 2.358577 -0.972280  0.20
H -5.159577 3.098715 0.624457  0.21
H -4.232106 0.797501 0.784472  0.21
H -5.818176 0.914645 1.583406  0.16
H -5.763627 -1.589660 1.249306  0.17
H -5.870855 -2.161200 -0.430161  0.21
H -3.722707 -2.378271 2.157669  0.20
H -1.288858 -2.678860 2.040379  0.25
H 0.610412 -1.791654 -0.992490  0.40
H 2.358199 -0.746020 -0.960326  0.22
H 5.840931 -0.048868 -1.622007  0.18
H 4.961042 -0.890823 -2.912815  0.21
H 2.429335 2.626102 -2.404732  0.22
H 1.901181 4.347663 -0.749155  0.22
H 2.410571 6.109398 0.730762  0.17
H 2.049456 6.040704 2.472871  0.20

Forces on the atoms, in the same order (eV/Å):
C -0.118 0.141 -0.030
H 0.036 0.016 -0.008
O 0.182 -0.240 0.015
C 0.113 -0.152 0.020
C -0.044 0.187 0.222
C 0.212 -0.354 -0.055
C -0.166 0.312 0.020
C 0.064 -0.115 -0.190
C -0.180 0.303 0.039
H 0.053 -0.011 0.124
H 0.056 -0.074 0.014
O -0.153 0.032 -0.016
C 0.240 -0.156 -0.134
C -0.003 0.022 -0.051
C -0.012 -0.112 0.022
C 0.386 -0.037 0.020
C -0.173 0.021 0.019
C 0.008 -0.042 0.005
C -0.128 0.164 -0.080
H 0.135 0.005 -0.013
H 0.049 -0.070 0.037
H -0.027 -0.043 0.075
C -0.007 0.023 -0.097
O -0.044 -0.063 0.077
N 0.189 0.152 -0.389
C -0.379 -0.004 0.209
C 0.236 -0.094 0.125
C -0.151 0.108 -0.281
C 0.004 -0.102 0.141
C 0.040 -0.069 0.083
C 0.056 -0.047 0.055
H 0.055 0.029 -0.097
H -0.041 0.068 -0.107
C -0.065 -0.017 -0.075
N -0.090 -0.117 0.108
C 0.262 0.255 -0.128
C -0.144 -0.044 0.279
C 0.155 -0.012 -0.244
C -0.151 -0.045 0.276
C -0.108 0.045 -0.321
H -0.010 -0.007 0.088
H 0.018 -0.036 -0.029
H -0.027 -0.026 -0.080
H -0.015 -0.010 -0.057
H -0.053 0.034 0.057
H -0.045 0.046 0.040
H 0.083 0.031 -0.023
H 0.053 0.023 -0.017
H -0.080 0.024 0.073
H 0.034 -0.044 -0.014
H 0.017 -0.024 -0.081
H -0.057 0.044 0.102
H -0.061 -0.006 0.097
H 0.022 -0.005 0.010
H 0.022 -0.115 0.216
H -0.037 0.077 -0.011
H -0.105 -0.026 -0.031
H 0.058 0.096 0.175
H -0.048 0.006 -0.116
H -0.055 0.087 0.008
H -0.024 -0.028 0.018
H -0.038 -0.002 -0.090

Entry 2:
ORCA calculation (ωB97M-V/def2-TZVPD) on a molecular structure, C27H30N7S3Tl.

Output
HOMO-LUMO gap	6.96	eV
E	-76117.668	eV
energy relative to the best compared isomer or geometry (same formula, charge and spin)	0.262	eV

Each line ends with the natural charge from an NBO analysis.
Positions of all 68 atoms, in Å:
Tl 0.727300 0.138355 1.065981  0.81
C -0.253296 2.508097 -3.660469  -0.63
C -0.299204 3.365534 -2.419605  -0.05
C 0.069831 4.703255 -2.452159  -0.20
C 0.034672 5.480331 -1.301888  -0.23
C -0.372853 4.914213 -0.104381  -0.20
C -0.751312 3.575786 -0.025164  -0.07
C -1.171525 2.980251 1.299367  -0.63
C -0.718831 2.814404 -1.198903  0.18
N -0.977803 1.425468 -1.150104  -0.42
C -2.125697 0.922843 -1.295838  0.29
C -3.392316 1.708130 -1.541491  -0.70
C -2.232014 -0.580171 -1.159823  0.29
C -3.428814 -1.253769 -1.786247  -0.70
N -1.307814 -1.185962 -0.542343  -0.43
C -1.324563 -2.584990 -0.322025  0.17
C -2.057646 -3.123076 0.745163  -0.05
C -2.894541 -2.240093 1.637321  -0.65
C -1.950539 -4.492055 0.978331  -0.21
C -1.143635 -5.298345 0.185983  -0.23
C -0.408263 -4.736309 -0.846738  -0.20
C -0.474760 -3.373146 -1.106639  -0.05
C 0.345143 -2.730289 -2.195299  -0.63
H 0.263035 3.024389 -4.469347  0.22
H -1.261338 2.261559 -4.009677  0.21
H 0.257395 1.563166 -3.461040  0.23
H 0.389689 5.138917 -3.392538  0.21
H 0.320124 6.524841 -1.339260  0.22
H -0.404718 5.517885 0.797221  0.22
H -1.584832 3.750697 1.949074  0.23
H -0.324256 2.538943 1.826908  0.22
H -1.917489 2.193726 1.189178  0.22
H -3.229359 2.760492 -1.318657  0.25
H -4.211364 1.334700 -0.923556  0.23
H -3.703763 1.627682 -2.586706  0.24
H -3.618994 -0.851319 -2.782800  0.23
H -4.328465 -1.089930 -1.189101  0.24
H -3.262834 -2.326378 -1.860130  0.24
H -2.285564 -1.455741 2.095609  0.27
H -3.349155 -2.824625 2.436111  0.22
H -3.700710 -1.749466 1.083554  0.20
H -2.515100 -4.926475 1.797233  0.22
H -1.082876 -6.363703 0.379076  0.22
H 0.241047 -5.358935 -1.455094  0.21
H 1.014665 -3.456913 -2.656336  0.22
H 0.945696 -1.909262 -1.791792  0.23
H -0.289404 -2.303714 -2.977399  0.21
N 1.555600 -3.609278 1.910649  -0.79
C 2.690509 -2.870580 2.035759  0.27
N 2.825578 -1.646947 1.610730  -0.57
C 4.109300 -1.169373 1.849138  0.19
C 4.945046 -2.047348 2.442583  -0.47
S 4.133467 -3.537988 2.745197  0.37
C 4.439240 0.215842 1.469496  0.09
C 5.560041 0.895813 1.797916  -0.44
S 5.495272 2.495040 1.156019  0.37
C 3.919014 2.142802 0.503864  0.26
N 3.511432 0.933997 0.735357  -0.53
N 3.218344 3.055881 -0.239741  -0.80
H 0.705881 -3.126889 1.660642  0.42
H 1.446970 -4.447120 2.450958  0.40
H 5.977204 -1.916182 2.732116  0.24
H 6.410425 0.573281 2.380385  0.24
H 3.409587 4.033463 -0.103664  0.40
H 2.248895 2.831971 -0.406609  0.41
S -1.489020 0.782004 5.627490  -0.30
C -0.892426 0.151633 4.251688  0.15
N -0.473313 -0.299019 3.246466  -0.78

Forces on the atoms, in the same order (eV/Å):
Tl 0.073 0.025 -0.046
C -0.057 0.046 0.118
C -0.020 -0.106 -0.022
C 0.015 0.038 0.023
C 0.003 -0.012 0.010
C 0.010 0.033 0.026
C -0.061 -0.070 0.099
C -0.051 0.162 -0.129
C 0.065 -0.021 -0.137
N 0.245 0.045 -0.059
C -0.229 0.092 0.182
C 0.080 -0.082 0.018
C -0.194 -0.246 -0.229
C 0.102 0.040 0.021
N -0.152 0.096 0.144
C 0.095 -0.028 0.044
C 0.018 0.104 0.039
C 0.017 -0.001 -0.130
C -0.003 -0.034 -0.016
C -0.037 0.001 0.033
C 0.033 -0.040 -0.030
C -0.013 0.052 -0.067
C -0.021 -0.031 0.053
H -0.015 -0.007 0.033
H 0.057 0.002 0.019
H -0.006 0.034 -0.013
H -0.005 -0.020 0.034
H -0.009 -0.046 -0.006
H -0.005 -0.034 -0.052
H -0.005 -0.008 0.004
H -0.027 0.074 0.057
H -0.005 0.008 0.011
H 0.004 0.006 -0.001
H 0.042 0.010 -0.031
H 0.013 -0.048 0.043
H 0.000 0.008 0.029
H 0.012 0.037 0.000
H -0.007 -0.009 0.008
H -0.002 -0.043 0.004
H 0.017 0.005 -0.017
H 0.029 -0.051 0.007
H 0.042 0.027 -0.046
H -0.001 0.074 -0.003
H -0.051 0.056 0.051
H -0.037 0.032 0.024
H -0.028 -0.034 -0.027
H 0.026 -0.019 0.026
N 0.172 0.145 -0.120
C 0.112 0.035 0.056
N 0.034 -0.025 0.054
C -0.236 0.053 -0.123
C 0.219 -0.085 0.122
S -0.097 -0.043 -0.018
C -0.292 -0.043 -0.049
C 0.248 0.030 0.063
S -0.097 0.073 -0.043
C 0.144 -0.004 0.040
N 0.044 -0.021 -0.025
N 0.117 -0.120 0.044
H -0.037 -0.003 0.032
H -0.008 0.009 0.055
H -0.118 0.012 -0.064
H -0.119 0.010 -0.056
H -0.002 -0.022 0.040
H -0.053 -0.008 -0.009
S -0.001 -0.005 -0.012
C 0.083 -0.027 -0.290
N -0.070 -0.077 0.208

Entry 3:
ORCA calculation (ωB97M-V/def2-TZVPD) on a molecular structure, C27H31BCl2N12O2RuS at a distorted geometry.

Output
HOMO-LUMO gap (spin up / spin down)	7.10 / 3.62	eV
2S+1	5
<S²>	6.05
net charge	+2
E	-89601.474	eV

Each line ends with the Mulliken spin population.
Positions of all 77 atoms, in Å:
Ru 0.518243 -0.015267 0.776273  2.59
C 0.060443 1.746648 -2.350847  0.03
C -1.124264 1.277829 -1.571715  0.02
C -2.491007 1.382810 -1.932496  0.00
C -3.239234 1.284795 -0.770403  0.04
N -2.364576 1.021198 0.254021  0.02
N -1.048140 0.909521 -0.286200  0.04
B -2.673604 0.497347 1.652343  -0.06
N -1.677027 1.308748 2.454859  0.02
C -1.814028 2.002558 3.581294  0.04
C -0.608868 2.532517 4.003558  0.00
C 0.346255 2.122823 3.055418  0.00
C 1.806315 2.417147 3.013259  0.01
N -0.291362 1.329952 2.161924  0.00
N -2.265178 -1.045979 1.723867  -0.01
C -2.807372 -2.020700 2.491496  0.05
C -1.916295 -3.054652 2.741012  0.01
C -0.757068 -2.720610 2.011488  0.00
C 0.465806 -3.579799 1.828715  0.01
N -0.918744 -1.480876 1.443741  0.17
N -4.117023 0.670478 2.034990  0.00
C -4.820467 1.818338 2.336065  0.00
C -6.148376 1.599986 2.066237  0.00
C -6.208967 0.228100 1.694358  0.00
C -7.375788 -0.635102 1.310940  0.00
N -4.982152 -0.271640 1.615309  0.00
H -0.149392 2.725757 -2.806346  0.00
H 1.014989 1.803601 -1.814347  -0.01
H 0.207508 1.035744 -3.193351  0.00
H -2.812039 1.501084 -2.941988  0.00
H -4.298015 1.404606 -0.629346  0.00
H -2.773770 2.106919 4.112610  0.00
H -0.401629 3.074105 4.925408  0.00
H 1.987803 3.420642 3.433427  0.00
H 2.350759 1.707572 3.690265  0.00
H 2.221129 2.357114 1.980250  -0.01
H -3.819793 -1.943001 2.832336  0.00
H -2.052571 -3.825563 3.486377  0.00
H 0.105129 -4.610554 1.697762  0.00
H 1.004558 -3.282394 0.901952  0.00
H 1.133422 -3.469694 2.704064  0.00
H -4.333984 2.741648 2.635571  0.00
H -6.982024 2.274252 2.079465  0.00
H -7.914661 -0.137849 0.446076  0.00
H -6.911807 -1.620121 0.993356  0.00
H -8.131621 -0.901716 2.098146  0.00
N 5.158911 1.847659 -5.916113  0.36
C 4.835789 1.517075 -4.654673  0.16
C 5.191684 0.258141 -4.146882  0.19
C 4.582673 -0.214770 -2.993641  -0.07
C 3.695767 0.586842 -2.280198  0.21
C 3.591036 1.936969 -2.610341  -0.07
C 4.196898 2.383674 -3.768435  0.19
S 3.097971 -0.048155 -0.725239  -0.01
O 2.818396 1.154086 0.131876  0.04
O 4.146591 -1.013122 -0.414437  0.03
N 1.570344 -0.646781 -0.793392  -0.01
C 1.264278 -1.743711 -1.583683  -0.01
N -0.012788 -2.127509 -1.560744  0.01
C -0.387268 -3.213012 -2.239738  0.00
C 0.521541 -3.900553 -3.033149  0.01
C 1.822190 -3.393271 -3.090753  0.00
N 2.200526 -2.320032 -2.382953  0.01
H 5.647901 1.132205 -6.478514  -0.02
H 4.709459 2.583110 -6.440024  -0.01
H 5.938185 -0.356372 -4.683214  0.00
H 4.704572 -1.285529 -2.747148  0.00
H 2.924694 2.642545 -2.055433  -0.01
H 4.160741 3.404657 -3.951933  0.00
H -1.421685 -3.418294 -2.182133  0.00
H 0.283535 -4.724965 -3.653895  0.00
H 2.586069 -3.770780 -3.785322  0.00
Cl 4.193939 -0.224579 4.423560  0.00
C 4.031371 -0.560216 2.765173  0.01
Cl 2.210077 -0.961437 2.324307  0.02
H 4.602998 -1.487409 2.473113  0.00
H 4.142124 0.275231 2.082803  0.00

Forces on the atoms, in the same order (eV/Å):
Ru -2.229 2.350 1.016
C 0.169 -0.876 -1.262
C -1.011 0.044 0.663
C 0.874 0.293 0.227
C 2.207 -0.606 0.250
N 0.428 -0.760 -2.616
N -1.216 0.674 0.271
B 0.354 -1.075 -0.408
N 2.623 0.544 1.859
C -0.750 0.365 1.096
C 0.697 0.027 -0.082
C -1.402 -0.558 0.330
C 0.625 -0.257 0.182
N -0.734 -0.474 -0.294
N 1.830 -1.397 0.657
C 0.349 0.430 0.012
C 0.449 0.884 -0.500
C -0.851 0.996 0.188
C -0.147 0.517 -0.415
N -1.339 -0.509 0.542
N -0.158 1.060 0.239
C 0.097 0.510 -0.564
C 0.389 -0.748 0.226
C 0.337 0.073 -0.139
C -0.172 -0.812 -0.873
N -0.693 -0.847 0.042
H -0.012 -0.286 0.262
H -0.658 -0.077 0.268
H 0.084 0.423 0.283
H -0.398 0.454 -0.274
H -0.096 -0.171 0.285
H 0.572 -0.215 -0.616
H -0.234 -0.003 -0.489
H -0.100 -0.372 -0.319
H -0.402 0.520 -0.668
H -0.299 0.051 0.866
H -0.206 0.205 0.047
H -0.051 -0.264 -0.527
H 0.415 0.270 0.231
H -0.219 -0.213 0.654
H -0.305 -0.377 -0.507
H -0.040 -0.274 -0.098
H 0.001 0.232 0.357
H 0.475 -0.820 0.945
H -0.783 1.128 0.052
H 0.873 0.692 -0.497
N 0.172 -1.309 0.354
C 1.050 0.225 -0.996
C 0.396 -1.801 0.568
C 0.673 -1.416 -1.550
C 0.045 0.245 0.204
C -0.942 1.030 -0.408
C -1.366 -0.120 1.411
S -0.302 0.292 1.563
O 1.115 -1.843 -1.367
O -1.438 1.306 0.301
N 1.546 -0.427 -1.131
C -0.409 -1.897 -2.005
N 0.210 0.374 0.769
C 1.615 0.815 -0.343
C 0.752 0.558 0.196
C -0.266 0.761 0.133
N -0.276 0.709 0.742
H -0.374 0.673 0.356
H 0.085 0.403 0.193
H -0.728 0.222 0.258
H 0.068 0.933 0.198
H 1.081 -0.751 -0.235
H -0.238 1.726 -0.697
H -0.931 -0.536 -0.027
H -0.455 -0.687 -0.266
H -0.462 -0.111 0.428
Cl -0.006 0.172 0.339
C -0.177 -1.057 -1.420
Cl 0.488 -0.489 0.999
H -0.819 1.137 0.206
H 0.551 0.111 0.319